Computed, not measured: C7H14 as an isolated structure in a non-equilibrium geometry, with the ωB97M-V functional and the def2-TZVPD basis.

```
! wB97M-V def2-TZVPD RIJCOSX def2/J DEFGRID3
* xyz 0 1
C -2.102 -0.287 -0.821
C -0.590 -0.452 -0.996
C 0.227 -0.362 0.244
C -0.257 -1.411 1.181
C 1.723 -0.314 0.035
C 1.055 0.841 0.698
C 0.960 2.198 0.039
H -2.590 -0.014 -1.762
H -2.487 -1.260 -0.512
H -2.415 0.441 -0.055
H -0.448 -1.814 -1.104
H -0.191 0.231 -1.779
H -1.303 -1.330 1.506
H 0.386 -1.443 2.097
H -0.325 -2.382 0.191
H 2.313 -1.005 0.628
H 2.049 -0.190 -0.995
H 1.190 0.893 1.777
H 0.027 2.692 0.330
H 0.986 2.128 -1.055
H 1.794 2.840 0.352
*
```

Values from the calculation:
Orbital gap: 10.6 eV
Energy above the lowest of the compared OMol25 structures with the same formula, charge and spin: 318.9 kJ/mol
HOMO energy: -9.5 eV